{
  "formula": "C25H37N5O5S",
  "method": "ωB97M-V/def2-TZVPD",
  "species": ["C", "C", "H", "H", "O", "C", "O", "N", "C", "H", "C", "H", "C", "N", "C", "O", "C", "N", "C", "C", "C", "C", "C", "C", "H", "H", "C", "C", "H", "H", "H", "C", "H", "H", "H", "H", "H", "H", "S", "O", "O", "C", "C", "N", "N", "C", "C", "H", "H", "H", "C", "H", "H", "H", "C", "H", "H", "H", "H", "H", "H", "C", "H", "C", "H", "H", "H", "H", "H", "H", "H", "H", "H"],
  "coordinates": [[-7.583046, -2.401256, -1.216250], [-8.122952, -1.038332, -0.805565], [-8.955245, -1.138658, -0.105096], [-8.444924, -0.479835, -1.690363], [-7.145496, -0.274522, -0.104221], [-6.246458, 0.382240, -0.878933], [-6.266352, 0.369174, -2.087790], [-5.360689, 1.089775, -0.141912], [-4.250539, 1.749913, -0.793483], [-4.433339, 1.724306, -1.868515], [-2.934967, 1.050856, -0.448049], [-2.098117, 1.585224, -0.898281], [-2.761144, 0.981255, 1.070024], [-1.539786, 0.279489, 1.398411], [-0.622595, 0.748490, 2.253155], [-0.736701, 1.776080, 2.892615], [0.620055, -0.153795, 2.357048], [1.351192, -0.276259, 1.113260], [2.131475, 0.796720, 0.655501], [2.086472, 2.056447, 1.247436], [2.908032, 3.070414, 0.788631], [3.786120, 2.878715, -0.268117], [3.817788, 1.620831, -0.857179], [3.013739, 0.594579, -0.402455], [3.067856, -0.369272, -0.876236], [4.485455, 1.426311, -1.683063], [4.673301, 3.999523, -0.750794], [6.149369, 3.641237, -0.563517], [6.352293, 3.405595, 0.478932], [6.416504, 2.778347, -1.168386], [6.780457, 4.476589, -0.859137], [4.379159, 4.338743, -2.213310], [3.327592, 4.585724, -2.339414], [4.613013, 3.497044, -2.860085], [4.976515, 5.191234, -2.529644], [4.458819, 4.886946, -0.145035], [2.852611, 4.037847, 1.267303], [1.409745, 2.266059, 2.058421], [0.787441, -1.395959, -0.012661], [0.420363, -0.734631, -1.228296], [-0.245566, -2.147759, 0.661036], [2.130656, -2.498400, -0.289283], [2.704906, -3.282965, 0.700635], [3.660445, -4.008697, 0.090108], [3.724027, -3.750364, -1.218558], [2.805653, -2.840938, -1.483518], [2.577474, -2.307302, -2.850096], [3.471387, -1.798289, -3.207347], [1.742070, -1.613448, -2.837877], [2.365994, -3.125740, -3.534996], [4.551670, -4.972856, 0.668368], [3.997364, -5.824915, 1.066252], [5.212404, -5.314603, -0.125060], [5.142566, -4.522071, 1.466840], [2.382329, -3.363442, 2.143844], [2.884139, -2.567105, 2.694165], [1.308510, -3.244355, 2.268013], [2.687465, -4.320675, 2.559597], [1.286422, 0.241118, 3.128316], [0.292429, -1.156555, 2.635871], [-1.381482, -0.616596, 0.953820], [-3.974061, 0.285106, 1.697072], [-3.876310, 0.275773, 2.783140], [-5.254791, 1.019456, 1.296725], [-6.132770, 0.512149, 1.693058], [-5.227112, 2.042677, 1.689397], [-4.017924, -0.746842, 1.342798], [-2.661858, 1.988967, 1.490155], [-2.942954, 0.037010, -0.853452], [-4.218828, 2.792179, -0.457051], [-8.372036, -2.979322, -1.688855], [-7.218221, -2.940781, -0.345144], [-6.766986, -2.273587, -1.922924]],
  "forces_ev_per_a": [[0.0156, 0.3991, 0.1515], [-0.2349, -0.2769, -0.3952], [0.0874, 0.0476, -0.0941], [-0.0219, -0.0705, 0.1916], [0.2867, 0.1258, 0.1361], [-0.2088, 0.1272, 0.1396], [-0.0843, -0.1852, -0.4007], [-0.0087, 0.0533, 0.1360], [0.1710, -0.1293, -0.3780], [0.0410, 0.1090, 0.1547], [-0.1099, 0.2934, 0.2110], [0.0562, -0.0094, -0.0105], [-0.1077, -0.0598, -0.0170], [-0.3119, -0.0708, -0.2759], [0.2273, -0.3085, 0.0768], [0.0393, 0.3066, 0.2899], [-0.2694, -0.0271, 0.3108], [-0.5178, -0.9901, -0.4884], [0.6300, 0.5791, -0.3332], [-0.1873, -0.2997, 0.1066], [0.1574, -0.0363, -0.1651], [-0.0896, 0.1990, 0.1735], [-0.0686, -0.0338, 0.0557], [0.0763, 0.1591, -0.0505], [0.1468, -0.0068, -0.0890], [0.0923, -0.0280, -0.1120], [0.1198, -0.0729, -0.1552], [-0.1906, 0.1818, 0.0900], [0.0816, -0.0434, 0.0763], [0.0591, -0.1153, -0.0772], [0.1155, 0.0557, -0.0448], [-0.0175, 0.1114, 0.2540], [-0.0906, 0.0263, -0.0847], [0.0285, -0.1024, -0.1100], [0.0615, 0.0727, -0.0917], [-0.0263, -0.0880, -0.0114], [0.0020, 0.0997, 0.0425], [-0.1223, -0.0077, 0.1275], [0.3202, -0.3312, -0.0188], [0.3405, -0.0065, 0.0672], [0.2090, -0.0220, 0.2287], [-0.2858, 0.1250, 0.2290], [-0.0006, 0.0122, -0.0031], [-0.7690, 0.6496, 0.2762], [0.2205, 0.0022, -0.8885], [-0.0806, 0.0266, 0.2483], [0.0837, -0.0351, -0.1091], [0.0229, 0.0645, -0.0571], [0.0463, -0.0053, -0.1401], [-0.0378, -0.0031, -0.0735], [0.2644, -0.3258, 0.2248], [0.0374, 0.0283, -0.0153], [-0.0508, 0.0360, 0.0666], [-0.0092, -0.0343, -0.0372], [0.0626, -0.0195, 0.0592], [0.0261, 0.0267, 0.0785], [-0.0166, -0.0601, 0.1067], [-0.0173, -0.0315, 0.0808], [-0.1060, -0.0112, -0.1369], [0.0368, 0.1508, 0.1647], [-0.0690, 0.0745, 0.1600], [-0.0030, 0.4308, -0.0106], [0.0365, -0.0345, 0.0412], [-0.0495, -0.3119, 0.3221], [0.1102, 0.1611, 0.0205], [-0.0417, -0.0431, 0.0365], [-0.0241, -0.0839, 0.0039], [-0.0518, -0.1092, -0.0789], [-0.0016, -0.0663, -0.0800], [0.0079, -0.0079, -0.0452], [-0.0797, -0.1037, -0.0563], [0.0035, -0.0914, 0.0619], [0.0378, -0.0359, -0.0660]],
  "mulliken_charge": [-1.12, -0.28, 0.31, 0.33, -0.40, 0.84, -0.66, 0.15, -1.29, 0.50, -0.41, 0.39, -0.57, 0.16, 0.64, -0.71, -1.12, 0.38, 1.50, -0.89, -1.59, 1.07, -0.46, -0.63, -0.02, 0.32, 0.14, -1.46, 0.36, 0.29, 0.44, -1.47, 0.36, 0.28, 0.45, 0.40, 0.30, 0.41, 1.68, -0.76, -0.86, 1.11, -1.04, 0.83, -1.03, 0.34, -1.31, 0.28, 0.22, 0.43, -0.92, 0.32, 0.29, 0.32, -1.25, 0.21, 0.26, 0.49, 0.40, 0.51, 0.51, -0.63, 0.39, -0.89, 0.49, 0.31, 0.26, 0.44, 0.32, 0.36, 0.38, 0.29, 0.31],
  "lumo_ev": 0.5,
  "gap_ev": 8.86,
  "charge": 0,
  "molar_mass_g_mol": 519.67,
  "energy_ev": -55050.1425,
  "smiles": "CCOC(=O)N1CCC(NC(=O)CN(c2ccc(C(C)C)cc2)S(=O)(=O)c2c(C)nn(C)c2C)CC1",
  "de_lowest_kj_mol": 107.1,
  "homo_ev": -8.35
}